{"formula": "C20H36BF6NO8", "method": "ωB97M-V/def2-TZVPD", "total_charge": 0, "relative_energy_kj_mol": 0.0, "homo_energy_ev": -10.2, "max_force_ev_per_a": 4.7, "species": ["F", "F", "F", "F", "F", "F", "O", "O", "O", "O", "O", "O", "O", "O", "N", "C", "C", "C", "C", "C", "C", "C", "C", "C", "C", "C", "C", "C", "C", "C", "C", "C", "C", "C", "C", "B", "H", "H", "H", "H", "H", "H", "H", "H", "H", "H", "H", "H", "H", "H", "H", "H", "H", "H", "H", "H", "H", "H", "H", "H", "H", "H", "H", "H", "H", "H", "H", "H", "H", "H", "H", "H"], "positions_angstrom": [[-7.2164, -5.6267, -3.2740], [4.0844, 9.2695, 3.9625], [-5.3807, -5.4613, -2.1560], [3.0690, 9.7919, 2.1317], [4.6393, 8.3152, 2.1057], [-7.1021, -4.2976, -1.5750], [2.8298, -0.8843, -1.5480], [-7.0067, -3.1325, -4.2542], [3.1759, 6.5328, 3.4857], [1.3686, 7.7890, 2.9995], [1.7821, 2.5404, 0.8110], [0.9254, 0.1432, -0.8109], [-4.8477, -3.1674, -3.6075], [4.2195, 2.2755, 1.0459], [2.6731, 0.1921, 0.7416], [-6.7259, -2.0198, -5.1177], [-2.4533, -1.6182, 0.3683], [1.6032, -3.0896, -1.0608], [-1.3440, -1.9232, 1.4738], [3.5856, 8.7593, 2.8185], [-3.2720, -2.9070, -0.1366], [-6.4121, -4.7504, -2.6409], [-5.9632, -3.6085, -3.5478], [1.8902, 3.3406, -0.4013], [2.1172, -0.1661, -0.5640], [2.0258, -1.9421, -2.1317], [3.1231, -2.3765, 3.0543], [-6.1245, -2.4945, -6.4255], [0.0350, -2.5275, 0.9177], [3.7436, -0.9226, 2.7103], [2.5598, 7.6631, 3.0905], [3.8529, -0.6470, 1.1212], [1.8806, 4.6925, 2.5672], [0.0353, -2.9271, -0.6288], [2.3159, 5.4305, 3.8182], [2.9353, 1.6565, 0.8624], [4.4604, 2.3245, 1.9980], [0.8827, -1.8322, 1.2246], [1.8297, -4.1172, -1.4969], [-0.4289, -3.9622, -0.7446], [-4.3818, -2.6833, 0.0510], [2.0831, -2.2024, 3.4840], [-1.7921, -2.5395, 2.3370], [2.6927, -2.4455, -2.9208], [1.6460, 2.7441, -1.3516], [-3.2074, -0.8996, 0.8617], [1.2940, 3.8101, 2.8240], [-7.6799, -1.5245, -5.3101], [-0.3872, -2.1437, -1.3293], [1.2761, 5.3340, 1.9223], [1.1231, -1.5438, -2.7124], [-5.9853, -1.6574, -7.1121], [4.8625, -0.1931, 0.8218], [-3.0927, -2.9881, -1.2654], [-1.0830, -0.9075, 1.9529], [2.2428, -2.8905, -0.1321], [4.8010, -0.9265, 3.1572], [0.2156, -3.5064, 1.5009], [1.1258, 4.1937, -0.3330], [3.1157, -0.1233, 3.2483], [-2.0384, -1.0243, -0.5250], [3.7237, -2.9342, 3.8578], [3.8388, -1.6850, 0.6299], [1.4588, 5.7702, 4.4054], [2.7488, 4.3823, 1.9839], [-6.7725, -3.2365, -6.8985], [-6.0810, -1.2931, -4.6172], [-5.1566, -2.9735, -6.2632], [-2.8901, -3.8026, 0.4464], [2.9143, 3.8588, -0.4883], [2.8976, 4.7612, 4.4561], [3.1219, -3.0454, 2.1320]], "mulliken_charge": [-0.254, -0.251, -0.240, -0.242, -0.243, -0.260, -0.375, -0.326, -0.325, -0.513, -0.430, -0.507, -0.497, -0.430, 0.926, -0.205, -0.436, -0.069, -0.987, 0.867, -0.791, 0.888, 0.377, -0.771, -0.057, -0.559, -0.773, -1.089, 0.694, -0.467, 0.386, -0.489, -0.854, -0.573, -0.486, 0.055, 0.325, -0.759, 0.532, 0.383, 0.293, 0.184, 0.322, 0.311, 0.225, 0.453, 0.411, 0.320, 0.129, 0.285, 0.292, 0.364, 0.406, 0.104, 0.311, -0.282, 0.344, 0.383, 0.251, 0.231, 0.189, 0.329, 0.312, 0.331, 0.297, 0.301, 0.307, 0.312, 0.289, 0.310, 0.341, 0.169]}

{"formula": "C9H16NO", "method": "ωB97M-V/def2-TZVPD", "total_charge": 1, "relative_energy_kj_mol": 257.5, "homo_energy_ev": -11.9, "max_force_ev_per_a": 4.6, "species": ["O", "N", "C", "C", "C", "C", "C", "C", "C", "C", "C", "H", "H", "H", "H", "H", "H", "H", "H", "H", "H", "H", "H", "H", "H", "H", "H"], "positions_angstrom": [[1.6692, 1.1756, -2.2167], [-0.7499, -0.1684, -0.9282], [2.2645, 1.4472, -3.2454], [0.6577, -1.3663, 2.2874], [0.2849, 0.7422, 1.2101], [-2.2042, 0.1198, -1.0704], [-0.2044, -0.2657, 0.4236], [0.2342, 2.1665, 0.9746], [0.6870, 0.0990, 2.4779], [-0.4080, -2.8529, 0.2724], [0.0516, -1.5674, 1.0631], [-0.3224, 0.6076, -1.4270], [1.6539, 0.4117, 2.9699], [-1.5351, -2.9148, 0.3824], [-2.2439, 1.2720, -1.2578], [-0.7608, 2.5169, 1.2796], [3.2534, 1.2316, -3.5171], [-0.2439, -2.7354, -0.7748], [-0.4089, -0.9708, -1.3244], [0.7948, -2.0747, 3.0927], [0.3460, 2.5110, -0.0686], [-2.8095, -0.1933, -0.1338], [-2.6453, -0.4672, -1.9177], [-0.0722, 0.4111, 3.1454], [0.9685, 2.6725, 1.6422], [1.5996, 1.9386, -4.0403], [0.1433, -3.7465, 0.7009]], "nbo_charge": [-0.574, -0.511, 0.320, -0.174, 0.110, -0.442, 0.018, -0.673, -0.489, -0.644, -0.022, 0.464, 0.264, 0.229, 0.240, 0.242, 0.148, 0.184, 0.432, 0.242, 0.234, 0.255, 0.247, 0.272, 0.251, 0.115, 0.263]}

{"formula": "C2H2N2OS2", "method": "ωB97M-V/def2-TZVPD", "total_charge": 0, "relative_energy_kj_mol": 380.6, "homo_energy_ev": [-8.3, -8.3], "max_force_ev_per_a": 3.6, "species": ["S", "S", "O", "N", "N", "C", "C", "H", "H"], "positions_angstrom": [[-2.3531, -0.8287, 0.1788], [0.3113, 2.0506, 0.1084], [-3.4335, -0.0667, -0.4111], [1.4919, -0.3408, 0.2053], [0.3243, -0.9136, -0.1500], [1.4960, 0.9722, 0.3604], [-0.8101, -0.2734, -0.2170], [2.4668, 1.3707, 0.4226], [0.5063, -1.9703, -0.4974]], "nbo_charge": [1.074, 0.109, -0.894, -0.314, -0.358, -0.176, -0.097, 0.215, 0.442]}

{"formula": "C31H36N4S6SeW", "method": "ωB97M-V/def2-TZVPD", "spin_multiplicity": 3, "s_squared": 2.04, "total_charge": 0, "relative_energy_kj_mol": 27.2, "homo_energy_ev": [-6.7, -7.1], "max_force_ev_per_a": 0.4, "species": ["W", "Se", "S", "S", "S", "S", "S", "S", "N", "N", "N", "N", "C", "C", "C", "C", "C", "C", "C", "C", "C", "C", "C", "C", "C", "C", "C", "C", "C", "C", "C", "C", "C", "C", "C", "C", "C", "C", "C", "C", "C", "C", "C", "H", "H", "H", "H", "H", "H", "H", "H", "H", "H", "H", "H", "H", "H", "H", "H", "H", "H", "H", "H", "H", "H", "H", "H", "H", "H", "H", "H", "H", "H", "H", "H", "H", "H", "H", "H"], "positions_angstrom": [[-0.1739, -0.5197, 0.9298], [2.1471, -1.1649, 2.0886], [-2.3166, -1.0803, -0.1658], [-1.2630, -2.3732, 2.3377], [-3.0605, 1.7266, -0.8024], [-2.5785, -1.5230, -3.6080], [-3.1967, 1.3993, -3.6372], [-3.5232, 4.1292, -2.4796], [2.4391, -3.5981, 0.5066], [4.1941, -2.3455, 0.4947], [0.3597, 0.4796, -0.4450], [-0.9084, 0.5006, 2.8493], [4.4975, -3.4677, -0.2445], [1.1166, -4.1288, 0.8052], [0.2308, 2.1975, -4.2458], [-1.2577, 2.5378, 4.0457], [0.4175, 3.4487, -0.6896], [-0.4727, 1.6911, 3.2346], [1.8378, 3.2985, -0.1234], [2.8521, -0.8283, -1.9998], [-4.1803, 0.3258, 4.5934], [-0.6576, 3.4533, 0.3951], [2.9299, -2.4279, 0.9502], [3.3978, -4.2483, -0.2401], [0.6347, 0.8823, -4.0941], [0.2603, 2.4641, -1.8394], [-2.0939, 0.0229, 3.3666], [-4.5110, -0.9706, 4.3205], [-2.6660, 0.1354, -1.3807], [1.5470, -1.0181, -2.7811], [0.7838, -2.2426, -2.2875], [-4.0810, -2.3843, -3.0837], [0.1096, 2.9901, -3.1173], [-3.6297, -1.8051, 3.6089], [0.4681, 1.0758, -1.6972], [0.8913, 2.1368, 2.8115], [-2.4252, -1.3404, 3.1341], [-3.3219, 2.5054, -2.3208], [-2.4923, 2.1367, 4.4532], [-2.7730, -0.0259, -2.7134], [5.0837, -1.2182, 0.7202], [0.7989, 0.3080, -2.8376], [-2.9455, 0.8385, 4.1366], [1.0935, -5.1709, 0.4970], [-3.1280, 2.7936, 5.0352], [-3.8935, -2.8398, 3.4337], [-0.0736, -2.4665, -2.9207], [0.4042, -2.0859, -1.2787], [3.4354, -0.0029, -2.4135], [0.9844, 3.2198, 2.8698], [2.0032, 3.9853, 0.7105], [2.0245, 2.2803, 0.2219], [-4.9638, -1.8062, -3.3485], [-4.0510, -2.5691, -2.0117], [0.8561, 0.2825, -4.9700], [1.8284, -1.2246, -3.8178], [2.5729, 3.5198, -0.8997], [0.9264, -4.0491, 1.8732], [-5.4542, -1.3744, 4.6658], [1.4498, -3.1121, -2.2841], [1.1196, 1.8195, 1.7959], [-4.8403, 0.9691, 5.1615], [-0.1015, 4.0477, -3.2221], [5.9305, -1.3121, 0.0456], [3.2058, -5.1999, -0.7016], [5.4565, -3.6015, -0.7111], [5.4310, -1.2077, 1.7516], [1.6342, 1.6912, 3.4780], [-4.0985, -3.3340, -3.6172], [-1.5913, 3.8611, 0.0040], [-0.8695, 3.5140, 4.3016], [0.3517, -3.5712, 0.2678], [0.0765, 2.6180, -5.2312], [2.6364, -0.5996, -0.9542], [-0.8674, 2.4552, 0.7804], [3.4571, -1.7385, -2.0477], [0.3755, 4.4379, -1.1525], [4.5491, -0.2933, 0.5155], [-0.3391, 4.0910, 1.2248]], "mulliken_charge": [-1.072, -0.087, -0.203, -0.506, -0.126, 0.039, -0.176, -0.202, 0.440, 0.372, 2.284, 0.156, -0.537, -1.061, -1.425, -0.838, 0.550, 0.783, -1.575, -1.028, -0.911, -1.343, -0.428, -0.487, -0.666, -0.098, -0.404, -0.719, -0.194, 0.190, -0.526, -0.870, -0.482, -0.634, 0.591, -0.855, 0.663, 0.064, -0.859, 0.340, -0.794, -0.104, 1.130, 0.274, 0.424, 0.454, 0.179, -0.468, 0.429, 0.406, 0.443, 0.077, 0.300, 0.214, 0.448, 0.607, 0.401, 0.479, 0.387, 0.511, -0.265, 0.380, 0.431, 0.311, 0.459, 0.472, 0.321, 0.366, 0.398, 0.201, 0.448, 0.268, 0.362, -0.249, 0.013, 0.535, 0.772, 0.266, 0.549]}